Record 1
The following is a quantum chemistry calculation of a cluster of 8 separate species, C44H106N6O2 in total at a distorted geometry, from the OMol25 dataset.

Cartesian coordinates (Å):
C (22.038, -0.692, -20.657)
C (22.226, -2.108, -21.178)
N (21.214, -3.048, -20.627)
C (19.894, -2.843, -21.211)
C (18.809, -3.747, -20.589)
C (21.759, -4.389, -20.475)
C (22.396, -5.011, -21.741)
H (20.979, -0.445, -20.680)
H (22.545, 0.079, -21.237)
H (22.371, -0.646, -19.619)
H (21.949, -2.139, -22.246)
H (23.247, -2.473, -21.101)
H (19.912, -2.944, -22.308)
H (19.596, -1.826, -20.965)
H (19.121, -4.776, -20.433)
H (17.989, -3.688, -21.305)
H (18.531, -3.358, -19.610)
H (22.476, -4.351, -19.654)
H (20.971, -5.081, -20.187)
H (21.719, -4.870, -22.585)
H (23.383, -4.627, -21.997)
H (22.530, -6.079, -21.556)
C (16.234, 0.378, -22.590)
C (16.520, -0.714, -21.567)
N (15.219, -1.184, -21.049)
C (14.451, -1.977, -21.999)
C (12.962, -2.090, -21.617)
C (15.371, -2.001, -19.833)
C (16.120, -1.249, -18.727)
H (17.173, 0.828, -22.940)
H (15.691, 1.231, -22.186)
H (15.769, 0.005, -23.500)
H (16.986, -1.547, -22.124)
H (17.289, -0.450, -20.850)
H (14.413, -1.476, -22.966)
H (14.906, -2.966, -22.136)
H (12.329, -1.304, -22.028)
H (12.555, -3.042, -21.970)
H (12.735, -2.091, -20.548)
H (15.650, -3.041, -20.035)
H (14.402, -2.030, -19.320)
H (17.173, -1.105, -18.977)
H (16.066, -1.810, -17.795)
H (15.680, -0.258, -18.621)
C (12.343, -4.641, -10.881)
C (12.466, -4.617, -12.403)
N (13.550, -3.749, -12.866)
C (13.506, -3.672, -14.331)
C (14.404, -2.620, -14.914)
C (14.866, -3.854, -12.275)
C (15.570, -5.197, -12.399)
H (11.887, -5.576, -10.538)
H (11.799, -3.768, -10.533)
H (13.305, -4.748, -10.374)
H (12.716, -5.618, -12.795)
H (11.545, -4.232, -12.829)
H (13.636, -4.706, -14.691)
H (12.539, -3.353, -14.735)
H (14.144, -2.526, -15.971)
H (14.299, -1.644, -14.441)
H (15.470, -2.866, -14.875)
H (14.801, -3.614, -11.212)
H (15.443, -3.029, -12.695)
H (15.469, -5.646, -13.389)
H (15.197, -5.880, -11.631)
H (16.641, -5.142, -12.189)
C (6.543, -7.092, -23.248)
C (7.628, -8.074, -23.704)
N (8.967, -7.484, -23.588)
C (9.446, -7.579, -22.225)
C (10.506, -6.531, -21.891)
C (9.839, -8.250, -24.488)
C (9.503, -7.955, -25.980)
H (5.586, -7.609, -23.406)
H (6.492, -6.205, -23.881)
H (6.499, -6.809, -22.198)
H (7.517, -8.928, -23.007)
H (7.316, -8.575, -24.617)
H (8.592, -7.383, -21.569)
H (9.762, -8.571, -21.864)
H (10.201, -5.568, -22.298)
H (10.642, -6.417, -20.813)
H (11.461, -6.887, -22.287)
H (9.712, -9.319, -24.270)
H (10.887, -7.966, -24.388)
H (10.418, -7.818, -26.561)
H (8.902, -7.053, -26.066)
H (9.026, -8.800, -26.478)
C (15.826, -8.933, -22.923)
C (16.838, -9.135, -24.038)
N (18.146, -8.651, -23.623)
C (18.747, -9.448, -22.534)
C (19.644, -8.510, -21.678)
C (19.107, -8.574, -24.744)
C (18.865, -7.233, -25.456)
H (14.785, -8.873, -23.243)
H (15.998, -7.946, -22.481)
H (15.947, -9.671, -22.132)
H (16.800, -10.195, -24.337)
H (16.525, -8.549, -24.903)
H (19.348, -10.243, -22.986)
H (18.005, -9.793, -21.819)
H (20.284, -9.175, -21.089)
H (19.034, -7.882, -21.036)
H (20.351, -7.950, -22.289)
H (20.122, -8.633, -24.364)
H (18.927, -9.437, -25.399)
H (17.849, -6.999, -25.756)
H (19.202, -6.469, -24.750)
H (19.537, -7.099, -26.310)
C (9.041, -2.944, -17.218)
C (9.722, -4.250, -17.630)
N (9.107, -5.416, -16.998)
C (9.163, -5.439, -15.553)
C (10.558, -5.851, -15.043)
C (9.508, -6.656, -17.632)
C (8.560, -7.031, -18.782)
H (9.201, -2.715, -16.169)
H (7.990, -2.945, -17.506)
H (9.505, -2.125, -17.776)
H (9.795, -4.367, -18.712)
H (10.786, -4.148, -17.350)
H (8.911, -4.485, -15.093)
H (8.480, -6.117, -15.030)
H (10.638, -5.714, -13.968)
H (10.757, -6.912, -15.203)
H (11.317, -5.240, -15.528)
H (9.445, -7.472, -16.907)
H (10.560, -6.680, -17.950)
H (8.877, -7.883, -19.386)
H (8.450, -6.161, -19.432)
H (7.591, -7.288, -18.355)
C (15.041, -6.378, -19.444)
C (13.889, -5.421, -19.177)
C (14.000, -5.041, -17.740)
O (15.401, -4.893, -17.578)
C (16.120, -5.697, -18.560)
H (15.343, -6.305, -20.486)
H (14.669, -7.343, -19.106)
H (12.913, -5.870, -19.398)
H (13.924, -4.535, -19.816)
H (13.603, -5.803, -17.057)
H (13.484, -4.096, -17.553)
H (16.693, -6.372, -17.924)
H (16.765, -5.036, -19.137)
C (11.263, -10.048, -19.329)
C (12.153, -9.260, -20.302)
C (11.600, -9.759, -21.684)
O (10.469, -10.525, -21.495)
C (10.465, -11.063, -20.138)
H (10.520, -9.399, -18.865)
H (11.831, -10.547, -18.541)
H (13.225, -9.451, -20.236)
H (12.088, -8.208, -20.013)
H (12.472, -10.251, -22.135)
H (11.379, -8.856, -22.262)
H (10.863, -12.070, -20.280)
H (9.414, -11.063, -19.858)

## Properties
LUMO = 0.595 eV
HOMO energy = -7.907 eV
HOMO-LUMO gap = 8.50 eV
energy = -60377.742 eV
SMILES = CCN(CC)CC.CCN(CC)CC.CCN(CC)CC.CCN(CC)CC.CCN(CC)CC.CCN(CC)CC.C1CCOC1.C1CCOC1
max |F| = 2.9 eV/Å
energy relative to the best compared isomer or geometry (same formula, charge and spin) = 259.6 kJ/mol

Here are the Löwdin charges for atoms 1 to 4, given in e: number 1, C, carries -0.083; number 2, C, carries -0.245; number 3, N, carries -0.200; number 4, C, carries -0.250

***

Record 2
The following is a quantum chemistry calculation of the ion C7H15N3 with charge +2 at a distorted geometry, from the OMol25 dataset.

Cartesian coordinates (Å):
C (-1.694, -1.093, -0.238)
C (-0.371, 2.069, 0.060)
C (-1.275, 1.131, 0.826)
C (0.616, 1.462, -0.903)
C (1.816, -0.806, -1.136)
C (1.045, -0.844, 0.156)
C (1.534, -1.262, 1.474)
N (-2.097, 0.093, 0.040)
N (-2.269, -2.217, -0.545)
N (1.456, 0.466, -0.360)
H (-0.963, 2.839, -0.484)
H (0.278, 2.627, 0.776)
H (-0.662, 0.600, 1.519)
H (-2.143, 1.700, 1.430)
H (0.102, 0.988, -1.782)
H (1.257, 2.275, -1.300)
H (2.781, -1.151, -1.210)
H (1.209, -0.887, -2.000)
H (0.853, -1.862, 2.113)
H (1.807, -0.365, 1.963)
H (2.481, -1.927, 1.420)
H (-2.912, 0.556, -0.256)
H (-1.884, -3.102, -0.687)
H (-3.313, -2.207, -0.798)
H (2.350, 0.916, -0.076)

## Properties
charge = +2
LUMO (alpha / beta) = -9.634 / -9.352 eV
HOMO energy (alpha / beta) = -17.987 / -18.402 eV
HOMO-LUMO gap (alpha / beta) = 8.35 / 9.05 eV
energy = -11950.531 eV
max |F| = 4.4 eV/Å
energy relative to the best compared isomer or geometry (same formula, charge and spin) = 654.6 kJ/mol

Here are the Löwdin charges for atoms 1 to 4, given in e: number 1, C, carries -0.038; number 2, C, carries -0.147; number 3, C, carries -0.104; number 4, C, carries -0.164

***

Record 3
The following is a quantum chemistry calculation of a structure of composition C6H9N at a distorted geometry, from the OMol25 dataset.

Cartesian coordinates (Å):
C (-0.970, -1.272, -1.588)
C (-1.041, -0.028, -0.925)
N (-1.402, -0.843, 0.229)
C (-0.792, -0.129, 1.356)
C (0.307, 0.137, 0.419)
C (1.793, -0.031, 0.534)
C (1.173, 1.308, 0.202)
H (0.005, -1.692, -1.474)
H (-1.680, -1.384, -2.438)
H (-1.943, 0.521, -1.266)
H (-0.719, -0.890, 2.125)
H (-1.388, 0.764, 1.646)
H (2.356, -0.518, -0.248)
H (2.257, -0.137, 1.519)
H (1.204, 2.066, 0.972)
H (1.274, 1.654, -0.825)

## Properties
LUMO (alpha / beta) = 0.332 / 0.481 eV
HOMO energy (alpha / beta) = -7.603 / -7.204 eV
HOMO-LUMO gap (alpha / beta) = 7.93 / 7.68 eV
energy = -7849.395 eV
max |F| = 4.1 eV/Å
energy relative to the best compared isomer or geometry (same formula, charge and spin) = 845.7 kJ/mol

Here are the Löwdin charges for atoms 1 to 4, given in e: number 1, C, carries 0.026; number 2, C, carries -0.261; number 3, N, carries -0.043; number 4, C, carries -0.178

***

Record 4
The following is a quantum chemistry calculation of a structure of composition C6H21NO5Tl at a distorted geometry, from the OMol25 dataset.

Cartesian coordinates (Å):
Tl (-14.111, 7.560, 38.806)
C (-15.253, 7.834, 35.093)
O (-14.494, 6.878, 35.884)
C (-13.823, 5.923, 35.096)
C (-13.101, 4.913, 35.901)
N (-12.433, 5.561, 37.010)
C (-11.647, 4.624, 37.814)
C (-10.723, 5.470, 38.784)
O (-11.504, 6.349, 39.596)
C (-10.671, 7.358, 40.214)
H (-15.749, 8.553, 35.745)
H (-15.999, 7.453, 34.396)
H (-14.481, 8.366, 34.537)
H (-13.194, 6.372, 34.327)
H (-14.553, 5.272, 34.616)
H (-12.441, 4.401, 35.201)
H (-13.773, 4.142, 36.279)
H (-11.840, 6.281, 36.621)
H (-11.005, 4.037, 37.157)
H (-12.312, 3.960, 38.366)
H (-10.116, 6.061, 38.098)
H (-10.098, 4.837, 39.414)
H (-10.349, 8.137, 39.523)
H (-9.810, 6.931, 40.727)
H (-11.313, 7.870, 40.931)
O (-15.538, 9.890, 40.010)
H (-16.216, 9.969, 40.681)
H (-15.228, 10.786, 39.875)
O (-16.422, 6.743, 40.460)
H (-16.540, 5.836, 40.741)
H (-17.224, 7.187, 40.736)
O (-15.724, 5.218, 37.948)
H (-16.399, 5.429, 37.303)
H (-16.097, 4.501, 38.460)

## Properties
charge = +3
LUMO = -17.207 eV
HOMO energy = -20.744 eV
HOMO-LUMO gap = 3.54 eV
energy = -22947.726 eV
max |F| = 3.9 eV/Å

Here are the Löwdin charges for atoms 1 to 4, given in e: number 1, Tl, carries 1.293; number 2, C, carries 0.026; number 3, O, carries -0.220; number 4, C, carries -0.145

***

Record 5
The following is a quantum chemistry calculation of a structure of composition C28H34Cl5GeN7OTi, from the OMol25 dataset.

Cartesian coordinates (Å):
Ti (0.851, 0.653, -1.207)
N (-3.085, -1.157, -1.693)
C (-2.096, -0.321, -1.449)
N (-0.843, -0.573, -1.760)
C (-0.534, -1.736, -2.462)
N (0.643, -1.883, -2.988)
N (1.394, -0.744, -2.774)
C (2.389, -0.513, -3.548)
C (3.107, 0.749, -3.358)
C (4.137, 1.130, -4.193)
C (4.726, 2.377, -4.002)
C (4.252, 3.186, -2.991)
C (3.214, 2.725, -2.183)
N (2.652, 1.531, -2.346)
C (-1.563, -2.743, -2.639)
C (-1.309, -3.997, -3.206)
C (-2.341, -4.895, -3.363)
C (-3.639, -4.555, -2.972)
C (-3.912, -3.321, -2.418)
C (-2.865, -2.423, -2.253)
H (-4.027, -0.886, -1.442)
H (-2.336, 0.616, -0.963)
H (2.654, -1.207, -4.340)
H (4.462, 0.469, -4.985)
H (5.534, 2.706, -4.642)
H (4.670, 4.166, -2.813)
H (2.832, 3.342, -1.382)
H (-0.302, -4.239, -3.514)
H (-2.149, -5.866, -3.797)
H (-4.443, -5.265, -3.105)
H (-4.918, -3.057, -2.118)
Cl (-0.547, 7.645, 0.186)
C (-0.450, 6.031, -0.363)
C (0.350, 5.115, 0.320)
Cl (1.240, 5.559, 1.712)
C (0.412, 3.815, -0.157)
Cl (1.355, 2.583, 0.645)
C (-0.287, 3.389, -1.280)
O (-0.181, 2.120, -1.675)
C (-1.090, 4.308, -1.952)
Cl (-1.962, 3.770, -3.328)
C (-1.169, 5.623, -1.496)
Cl (-2.148, 6.744, -2.330)
N (2.576, -1.685, -0.020)
N (2.683, -0.261, -0.196)
H (3.451, -2.065, 0.328)
H (2.380, -2.111, -0.920)
H (3.555, -0.007, -0.659)
H (2.724, 0.124, 0.745)
C (-3.359, -2.508, 3.872)
C (-2.670, -1.977, 2.622)
C (-1.334, -2.663, 2.361)
C (-0.654, -2.219, 1.062)
Ge (-0.066, -0.351, 1.104)
C (1.076, -0.087, 2.675)
C (0.258, 0.392, 3.879)
C (1.092, 0.510, 5.152)
C (0.270, 0.995, 6.337)
H (-4.308, -2.004, 4.049)
H (-2.733, -2.357, 4.753)
H (-3.557, -3.577, 3.786)
H (-2.523, -0.896, 2.718)
H (-3.320, -2.125, 1.750)
H (-1.491, -3.744, 2.318)
H (-0.664, -2.494, 3.211)
H (-1.323, -2.405, 0.216)
H (0.253, -2.800, 0.888)
H (-1.283, 0.616, 1.212)
H (1.887, 0.632, 2.510)
H (1.541, -1.054, 2.886)
H (-0.572, -0.301, 4.060)
H (-0.198, 1.361, 3.651)
H (1.927, 1.195, 4.972)
H (1.534, -0.465, 5.380)
H (-0.161, 1.979, 6.140)
H (0.880, 1.074, 7.235)
H (-0.550, 0.308, 6.552)

## Properties
charge = +2
LUMO = -6.937 eV
HOMO energy = -13.511 eV
HOMO-LUMO gap = 6.57 eV
energy = -184297.829 eV
max |F| = 0.5 eV/Å
energy relative to the best compared isomer or geometry (same formula, charge and spin) = 0.0 kJ/mol

Here are the Löwdin charges for atoms 1 to 4, given in e: number 1, Ti, carries 0.818; number 2, N, carries 0.173; number 3, C, carries -0.133; number 4, N, carries -0.007

***

Record 6
The following is a quantum chemistry calculation of the molecule C3H6OS2 at a distorted geometry, from the OMol25 dataset.

Cartesian coordinates (Å):
O (0.619, -2.302, -1.389)
C (0.629, -1.764, -0.321)
C (0.668, -0.300, -0.010)
C (-0.843, 0.086, 0.002)
S (-1.698, 1.719, -0.140)
S (-0.324, 2.862, 1.036)
H (0.453, -2.391, 0.624)
H (1.268, -0.030, 0.894)
H (1.196, 0.206, -0.923)
H (-1.346, -0.530, -0.842)
H (-1.261, -0.460, 0.918)
H (0.638, 2.902, 0.151)

## Properties
LUMO = 0.100 eV
HOMO energy = -9.292 eV
HOMO-LUMO gap = 9.39 eV
energy = -26925.066 eV
SMILES = O=CCCSS
max |F| = 3.8 eV/Å
energy relative to the best compared isomer or geometry (same formula, charge and spin) = 132.9 kJ/mol

Here are the Löwdin charges for atoms 1 to 4, given in e: number 1, O, carries 0.069; number 2, C, carries -0.336; number 3, C, carries -0.231; number 4, C, carries -0.608

***

Record 7
The following is a quantum chemistry calculation of the molecule C4H8N2O3 at a distorted geometry, from the OMol25 dataset.

Cartesian coordinates (Å):
C (-1.062, -1.481, -0.925)
C (-0.686, -0.694, 0.308)
O (-0.871, -1.090, 1.456)
N (-0.721, 0.784, 0.066)
O (-1.645, 1.712, 0.610)
C (0.495, 1.162, -0.314)
O (0.717, 2.287, -0.999)
C (1.372, 0.068, -0.124)
N (1.906, -0.240, 1.159)
H (-0.650, -1.035, -1.828)
H (-0.688, -2.498, -0.807)
H (-2.150, -1.529, -1.008)
H (-1.801, 1.383, 1.512)
H (-0.093, 2.826, -1.016)
H (2.068, -0.102, -0.939)
H (2.631, -0.940, 1.076)
H (1.178, -0.611, 1.773)

## Properties
LUMO = 0.431 eV
HOMO energy = -7.495 eV
HOMO-LUMO gap = 7.93 eV
energy = -13396.632 eV
SMILES = CC(=O)N(O)/C(O)=C\N
max |F| = 1.6 eV/Å
energy relative to the best compared isomer or geometry (same formula, charge and spin) = 487.8 kJ/mol

Here are the Löwdin charges for atoms 1 to 4, given in e: number 1, C, carries -0.005; number 2, C, carries -0.488; number 3, O, carries 0.032; number 4, N, carries -0.031

***

Record 8
The following is a quantum chemistry calculation of a structure of composition C2HI5 at a distorted geometry, from the OMol25 dataset.

Cartesian coordinates (Å):
C (-1.533, 0.278, -0.082)
C (1.284, -0.530, -0.206)
I (-1.044, 2.329, -0.378)
I (-1.897, -0.161, 1.963)
I (2.102, 1.004, -1.557)
I (1.715, -0.081, 1.747)
I (1.345, -2.588, -0.634)
H (-1.973, -0.251, -0.852)

## Properties
LUMO (alpha / beta) = -1.120 / -1.482 eV
HOMO energy (alpha / beta) = -8.301 / -8.293 eV
HOMO-LUMO gap (alpha / beta) = 7.18 / 6.81 eV
energy = -42589.000 eV
max |F| = 4.0 eV/Å
energy relative to the best compared isomer or geometry (same formula, charge and spin) = 345.3 kJ/mol

Here are the Löwdin charges for atoms 1 to 4, given in e: number 1, C, carries -1.150; number 2, C, carries -1.905; number 3, I, carries 0.632; number 4, I, carries 0.644